(1)
{
  "formula": "C2H4N2O",
  "method": "ωB97M-V/def2-TZVPD",
  "species": ["C", "H", "C", "H", "N", "H", "H", "N", "O"],
  "xyz": [[1.066, -0.479, -1.028], [-1.059, 2.477, 1.681], [-1.748, 0.687, 0.680], [-0.696, -1.017, -0.127], [-1.323, 1.632, 1.219], [0.730, -1.722, 0.545], [0.466, 0.153, -1.714], [0.283, -1.249, -0.227], [2.280, -0.484, -1.028]],
  "forces_ev_per_a": [[0.09, -0.08, 0.05], [0.08, -0.01, 0.00], [0.23, 0.91, 0.51], [0.22, -0.09, -0.08], [-0.50, -0.67, -0.41], [0.01, -0.03, -0.13], [0.16, -0.09, 0.07], [0.10, 0.02, 0.02], [-0.37, 0.04, -0.02]],
  "nbo_charge": [0.524, 0.453, 0.269, 0.406, -0.711, 0.394, 0.102, -0.830, -0.607],
  "de_lowest_kj_mol": 102.7,
  "total_charge": 0,
  "homo_lumo_gap_ev": 10.75,
  "e_tot_ev": -7165.4151
}

=====

(2)
{
  "formula": "C4H2O2",
  "method": "ωB97M-V/def2-TZVPD",
  "species": ["C", "H", "O", "C", "O", "C", "H", "C"],
  "xyz": [[-0.947, -0.925, -0.531], [1.436, -0.009, 1.208], [1.499, 3.091, 0.373], [-1.846, -1.483, -1.122], [0.806, -0.683, 0.877], [1.656, 2.050, 0.796], [-2.634, -1.991, -1.634], [0.031, -0.051, 0.033]],
  "forces_ev_per_a": [[-0.32, -0.15, -0.23], [-0.06, -0.14, -0.01], [0.21, -1.23, 0.51], [0.33, 0.19, 0.23], [-0.09, 0.26, -0.15], [-0.12, 1.34, -0.47], [0.15, 0.08, 0.10], [-0.11, -0.35, 0.02]],
  "nbo_charge": [-0.197, 0.506, -0.480, -0.129, -0.622, 0.475, 0.238, 0.208],
  "de_lowest_kj_mol": 195.3,
  "total_charge": 0,
  "homo_lumo_gap_ev": 8.63,
  "e_tot_ev": -8270.5043
}

=====

(3)
{
  "formula": "C5H4N9O2OsS",
  "method": "ωB97M-V/def2-TZVPD",
  "species": ["N", "N", "C", "N", "H", "N", "N", "C", "N", "N", "H", "Os", "C", "O", "C", "O", "H", "N", "C", "N", "S", "H"],
  "xyz": [[-0.830, 0.904, 1.070], [-1.727, 2.914, 1.025], [-0.244, -2.460, 1.413], [-0.437, 1.600, 2.216], [3.770, 0.669, -0.603], [-2.623, -0.031, -2.574], [-2.253, 1.465, -0.765], [-2.120, 0.258, -1.403], [-1.454, -0.782, -0.884], [-1.555, -1.779, -1.820], [4.334, -0.299, 0.781], [-0.120, -0.845, 0.562], [2.300, -0.550, 0.274], [1.864, -0.576, 1.444], [3.707, -0.300, -0.105], [1.381, -0.767, -0.649], [-2.820, 2.172, -1.203], [-0.969, 2.741, 2.165], [-1.632, 1.778, 0.399], [-2.250, -1.325, -2.789], [-0.351, -3.729, 2.259], [4.030, -1.060, -0.814]],
  "forces_ev_per_a": [[-0.01, 0.29, 1.01], [0.18, 0.04, 0.44], [-0.28, 0.11, -0.04], [-0.07, 0.01, -0.32], [-0.01, -0.01, -0.01], [-0.02, -0.42, -0.14], [0.01, 0.09, -0.09], [-0.11, 0.10, 0.19], [-0.54, -0.69, -0.44], [-0.12, 0.28, 0.03], [-0.01, 0.00, 0.01], [0.13, 0.83, -0.44], [-0.05, -0.12, 0.29], [0.14, 0.12, -0.20], [0.00, 0.04, -0.08], [1.23, -0.39, -0.11], [0.02, 0.02, -0.04], [-0.12, 0.05, -0.30], [-0.30, -0.25, -0.05], [-0.01, 0.30, 0.08], [-0.08, -0.41, 0.20], [0.00, 0.01, 0.00]],
  "mulliken_spin": [0.057, 0.005, -0.011, -0.002, 0.001, 0.001, 0.000, 0.001, -0.009, 0.000, 0.000, 0.566, 0.011, 0.001, -0.001, 0.050, 0.000, 0.000, 0.000, 0.002, 0.327, 0.002],
  "s_squared": 0.769,
  "spin_multiplicity": 2,
  "de_lowest_kj_mol": 87.4,
  "total_charge": 0,
  "homo_lumo_gap_ev": [7.46, 6.16],
  "e_tot_ev": -36054.6796
}

=====

(4)
{
  "formula": "C10H16O",
  "method": "ωB97M-V/def2-TZVPD",
  "species": ["H", "O", "H", "H", "C", "H", "H", "H", "C", "C", "C", "H", "H", "H", "H", "H", "H", "C", "C", "H", "C", "C", "H", "H", "C", "C", "H"],
  "xyz": [[1.820, -1.252, 2.818], [-1.448, -0.962, -2.076], [2.915, -2.425, 2.020], [0.529, 3.481, -1.042], [0.801, -1.032, -1.165], [-0.783, 3.501, -2.198], [-1.036, 1.092, -0.535], [-0.767, 3.700, 1.019], [1.881, -2.199, 2.279], [-1.168, 2.164, -0.510], [-0.535, -1.340, -1.131], [2.484, -0.762, 0.147], [-1.219, -0.132, -2.516], [-2.024, 2.617, 1.454], [1.267, -0.602, -2.043], [-2.216, 2.301, -0.794], [-1.817, -2.965, -0.463], [1.537, -1.272, 0.008], [1.052, -2.052, 1.029], [-0.284, 2.156, 1.518], [-0.233, 2.864, -1.505], [-0.151, -2.716, 0.798], [0.237, 2.118, -2.148], [1.591, -2.995, 2.966], [-0.976, -2.327, -0.234], [-1.067, 2.647, 0.937], [-0.391, -3.606, 1.367]],
  "forces_ev_per_a": [[0.26, -0.07, 0.17], [-0.11, 0.10, -0.36], [0.11, 0.30, 0.03], [0.17, -0.09, 0.18], [0.26, 0.64, 0.72], [-0.10, 0.18, 0.13], [0.24, -0.25, 0.09], [-0.15, 0.04, -0.43], [0.07, -0.14, -0.02], [-0.53, 0.43, 0.37], [-0.70, -1.19, -0.70], [0.19, -0.27, -0.22], [0.26, -0.28, 0.21], [0.03, -0.44, 0.14], [-0.15, 0.46, 0.14], [0.11, 0.12, -0.28], [-0.49, 0.52, -0.04], [0.06, 0.54, -0.42], [0.28, -0.42, 0.22], [-0.22, -0.42, -0.03], [-0.40, -0.40, -0.45], [-0.04, -0.11, -0.03], [0.33, 0.05, 0.06], [-0.42, 0.03, -0.18], [0.65, -0.37, 0.11], [0.51, 0.83, 0.29], [-0.23, 0.22, 0.31]],
  "nbo_charge": [0.219, -0.680, 0.215, 0.210, -0.293, 0.208, 0.205, 0.198, -0.626, -0.414, 0.304, 0.210, 0.485, 0.210, 0.218, 0.198, 0.227, -0.196, -0.052, 0.205, -0.613, -0.191, 0.196, 0.216, -0.264, -0.606, 0.210],
  "de_lowest_kj_mol": 138.6,
  "total_charge": 0,
  "homo_lumo_gap_ev": 9.31,
  "e_tot_ev": -12676.2880
}

=====

(5)
{
  "formula": "C3H3N3",
  "method": "ωB97M-V/def2-TZVPD",
  "species": ["C", "N", "N", "H", "C", "H", "N", "H", "C"],
  "xyz": [[1.127, -1.692, -0.233], [-1.566, 1.378, 2.234], [-0.754, 0.128, -0.696], [0.668, -2.370, 0.306], [-0.325, 1.073, -0.052], [-0.004, 1.955, -0.407], [2.247, -1.604, -0.704], [-0.372, -0.093, -1.685], [-1.021, 1.225, 1.236]],
  "forces_ev_per_a": [[9.89, 1.75, -4.69], [-0.03, -0.02, 0.01], [0.41, -4.42, -3.57], [-3.40, -2.56, 2.69], [-3.06, 0.29, 2.46], [2.57, 2.95, -1.35], [-6.31, 0.53, 2.07], [-0.72, 1.34, 1.93], [0.65, 0.14, 0.45]],
  "nbo_charge": [0.047, -0.278, -0.528, 0.209, 0.041, 0.190, -0.268, 0.375, 0.211],
  "de_lowest_kj_mol": 342.9,
  "total_charge": 0,
  "homo_lumo_gap_ev": 10.80,
  "e_tot_ev": -7625.9955
}

=====

(6)
{
  "formula": "C5H11N3O",
  "method": "ωB97M-V/def2-TZVPD",
  "species": ["N", "N", "C", "N", "H", "H", "H", "H", "H", "H", "H", "H", "C", "H", "H", "C", "C", "C", "H", "O"],
  "xyz": [[2.478, -0.156, -1.016], [1.438, -1.253, 0.744], [-1.334, 0.752, 1.584], [-0.033, 1.290, -1.636], [-1.096, 1.704, 1.100], [2.407, -1.545, 0.845], [-1.000, 1.501, -1.863], [3.139, 0.263, -0.368], [-2.103, 0.966, 2.332], [0.626, 2.040, -1.467], [-2.126, -1.179, 1.146], [-2.721, 0.100, 0.065], [-1.841, -0.280, 0.591], [2.373, 0.411, -1.850], [0.895, -2.113, 0.663], [-0.883, -0.819, -0.542], [1.276, -0.473, -0.391], [0.148, 0.195, -0.831], [-0.442, 0.398, 2.108], [-1.200, -1.801, -1.215]],
  "forces_ev_per_a": [[1.17, 0.58, 0.29], [-0.66, -1.63, 0.51], [0.30, 0.27, -0.10], [0.27, 0.09, -0.98], [0.08, -0.10, 0.03], [-0.20, 0.10, -0.22], [0.62, 0.28, 0.09], [0.33, 0.10, -0.27], [0.04, -0.11, -0.11], [-0.65, 0.11, -0.08], [-0.45, 0.09, -0.06], [-0.05, -0.17, -0.06], [0.27, -1.72, 0.13], [0.00, -0.09, 0.19], [0.08, 0.07, 0.35], [-4.40, 1.71, -0.22], [0.29, 3.57, -2.40], [1.83, -4.59, 1.65], [-0.06, 0.05, -0.10], [1.20, 1.40, 1.37]],
  "nbo_charge": [-0.821, -0.834, -0.617, -0.828, 0.201, 0.380, 0.397, 0.352, 0.212, 0.389, 0.220, 0.224, -0.515, 0.377, 0.383, 0.597, 0.268, -0.083, 0.223, -0.525],
  "de_lowest_kj_mol": 242.8,
  "total_charge": 0,
  "homo_lumo_gap_ev": 7.68,
  "e_tot_ev": -11879.2545
}